(1)
DFT (wB97M-V/def2-TZVPD) results for C19H20FN3O2 as an isolated structure.

XYZ file:
```
45
Properties=species:S:1:pos:R:3:forces:R:3:mulliken_charge:R:1
O 0.0356 2.0926 -2.5894 3.513 4.556 -10.160 -0.502
C -0.2646 1.6169 -1.6312 -7.894 -3.341 7.300 0.351
N 0.5670 1.3940 -0.6148 -4.450 -2.472 0.189 -0.214
C 0.1267 1.4059 0.7933 -1.613 -0.026 1.209 0.442
H -0.9823 1.2519 0.8203 1.004 0.834 -0.267 0.313
C 0.6538 0.1739 1.6212 4.019 4.606 -0.756 -1.760
H 0.9377 0.4429 2.7321 -0.431 -0.495 -2.415 0.337
H -0.0414 -0.5198 1.5700 -3.251 -3.398 0.252 0.401
C 1.9022 -0.2773 0.7554 -0.414 -0.768 5.533 2.065
C 1.6008 -1.5120 -0.0545 2.009 8.135 -3.834 -0.724
C 1.1558 -2.4735 0.5777 -2.592 -9.120 -1.561 0.156
C 0.7478 -3.6560 -0.3276 0.510 -4.262 1.714 -0.370
C 0.8767 -3.7704 -1.7156 1.631 10.196 8.034 -0.844
N 1.2097 -2.3661 -2.1523 -3.933 -13.079 -10.103 -0.699
C 1.5217 -1.4395 -1.5644 1.810 2.259 11.881 -0.661
H 1.7062 -0.5588 -1.8612 1.408 6.532 -3.322 1.412
H 0.6166 -4.5590 -2.2153 -1.115 -3.840 -3.671 0.545
H 0.5412 -4.7500 0.3011 0.280 3.327 -1.799 0.168
H 1.3443 -2.6438 1.5730 -0.435 -0.270 2.315 0.777
O 2.7616 -0.7449 2.0122 2.315 -1.478 -4.908 -0.693
H 3.5276 -1.2016 1.4143 -2.104 1.375 2.749 0.448
C 2.5878 0.9035 0.2467 5.021 0.141 -5.580 -1.518
H 3.4079 0.4628 -0.5455 -1.235 0.805 2.009 0.254
H 3.2236 1.4046 1.0105 -0.912 -0.240 -0.458 0.350
C 1.7791 1.9612 -0.8891 1.680 -1.534 12.512 -0.690
C 1.7588 3.1505 0.0897 -6.973 1.815 -3.722 -1.601
H 2.6462 3.2974 0.4645 4.643 1.609 1.875 0.743
H 1.3024 4.0409 -0.6074 1.284 -1.430 2.211 0.231
C 0.6030 2.7678 1.3366 2.415 1.430 -2.993 -0.711
H 1.2121 2.6962 2.2627 -0.894 0.203 -0.407 0.322
H -0.0834 3.6745 1.2478 0.591 -1.650 0.643 0.330
H 2.0452 1.8958 -1.8150 2.048 0.174 -5.192 1.117
N -1.7486 1.4671 -1.4248 -1.996 -1.115 -1.200 -0.154
C -2.4828 0.3126 -0.7614 -1.941 7.844 -1.938 0.215
C -1.8938 -0.8352 -0.3886 8.519 6.794 -7.128 0.146
C -2.5283 -1.5243 0.3434 -4.936 -15.449 7.688 -0.175
C -3.8641 -1.5075 0.4905 -5.390 -0.950 7.293 -0.745
C -4.4819 -0.3004 0.5533 5.540 2.027 -7.317 0.303
C -3.8148 0.7023 -0.3892 -0.710 -1.193 2.392 -0.563
H -4.4129 1.7016 -0.5857 1.889 -2.071 0.190 0.241
F -5.6912 -0.1738 0.7704 -5.152 0.831 1.957 -0.289
H -4.5999 -2.1781 1.4430 2.718 1.031 -3.236 0.165
H -2.1868 -2.7011 0.5930 -0.046 3.277 -0.398 0.098
H -0.8937 -1.0940 -0.6688 0.445 0.264 -0.258 0.652
H -2.4286 1.9707 -2.2209 3.123 -1.886 2.681 0.329
```
Forces are in eV/Å.

Output
Electronic energy in Ha: -1150.07969
Gap between HOMO and LUMO in eV: 8.8519
ΔE to the lowest compared entry with this formula, charge and spin in kJ/mol: 1629.85
2S+1: 1
Strongest force on any atom in eV/A: 17.95

***

(2)
DFT (wB97M-V/def2-TZVPD) results for C27H27Cl3N5O3S2Sr as an isolated structure.

XYZ file:
```
68
Properties=species:S:1:pos:R:3:forces:R:3:mulliken_charge:R:1
Sr 0.0211 -0.3583 -0.6117 -0.901 0.034 -0.353 1.502
C 1.3412 -0.3531 -3.9502 0.017 0.017 -0.021 -0.852
C 0.0565 0.4065 -4.3072 -0.093 -0.003 -0.090 -1.025
N -0.8367 0.5312 -3.1696 0.222 0.217 0.265 0.675
C -2.2446 0.2720 -3.3586 -0.053 -0.252 -0.054 -0.898
C -2.5384 -1.2187 -3.5817 -0.025 0.065 -0.059 -0.833
S -1.9648 -2.2961 -2.2274 -0.007 0.120 -0.022 0.175
C -0.6708 -3.3194 -2.9815 0.052 -0.082 -0.029 -0.652
C 0.3767 -2.6064 -3.8253 0.010 0.014 -0.067 -1.108
N 1.0395 -1.5149 -3.1388 0.030 -0.043 0.259 0.269
H 1.9957 0.3009 -3.3691 -0.037 0.006 0.021 0.370
H 1.8687 -0.5977 -4.8879 0.029 0.016 0.050 0.338
H -0.4680 -0.1127 -5.1143 -0.002 -0.021 -0.002 0.409
H 0.3387 1.3873 -4.7098 -0.022 -0.038 -0.030 0.367
H -0.6767 1.4121 -2.6984 -0.086 0.154 0.079 -0.189
H -2.6839 0.8316 -4.2022 0.023 -0.032 -0.013 0.337
H -2.7540 0.5956 -2.4478 -0.009 0.001 -0.013 0.312
H -2.0971 -1.5743 -4.5140 -0.002 0.003 0.000 0.323
H -3.6175 -1.3493 -3.6772 0.017 -0.029 0.022 0.554
H -1.1226 -4.1198 -3.5730 -0.005 0.016 0.004 0.525
H -0.1827 -3.7744 -2.1161 -0.020 0.003 0.007 0.290
H -0.0957 -2.2126 -4.7273 0.003 0.017 -0.001 0.317
H 1.0923 -3.3647 -4.1750 -0.019 0.007 0.007 0.415
H 1.8226 -1.8462 -2.5894 0.046 -0.017 -0.068 0.242
O 3.4730 -2.7014 -0.0474 -0.038 0.067 0.127 -0.768
C 2.4114 -2.1797 0.2944 0.182 -0.036 0.243 -0.162
O 1.2770 -2.3035 -0.2533 0.179 -0.461 -0.075 -0.716
C 2.4397 -1.2402 1.5223 0.257 -0.038 0.010 0.644
C 3.5479 -1.3141 2.4032 -0.064 0.038 -0.049 -0.611
C 3.5964 -0.4715 3.4697 0.022 -0.021 -0.022 -0.818
C 2.5523 0.4619 3.6748 0.030 0.014 0.059 1.294
C 2.5400 1.3877 4.7441 0.022 -0.005 -0.005 -0.814
C 1.5092 2.2737 4.8770 -0.003 0.017 0.020 -0.536
C 0.4407 2.2694 3.9541 -0.039 -0.012 -0.050 -0.902
C 0.4236 1.3887 2.9101 0.088 -0.045 0.030 -0.049
C 1.4882 0.4682 2.7513 -0.068 0.074 -0.127 -0.417
N 1.4603 -0.3846 1.6842 -0.035 -0.276 -0.058 0.221
H 4.3209 -2.0342 2.1784 0.013 0.009 0.014 0.497
H 4.4300 -0.4961 4.1635 -0.008 0.012 0.008 0.391
H 3.3661 1.3868 5.4464 -0.004 -0.008 0.003 0.379
H 1.5070 2.9850 5.6938 0.004 0.000 -0.003 0.388
H -0.3772 2.9691 4.0698 0.012 0.005 0.007 0.503
H -0.3982 1.3713 2.2004 -0.008 0.024 0.017 0.394
Cl 1.1843 6.9922 1.7075 -0.001 0.037 0.022 -0.281
C 1.0755 5.4673 0.8612 0.062 -0.033 0.010 0.458
C -0.0278 5.2001 0.0706 0.018 -0.031 0.003 -0.866
C -0.1019 3.9859 -0.5816 -0.048 -0.024 -0.067 0.914
Cl -1.4594 3.6784 -1.6318 0.005 0.019 0.071 -0.245
C 0.8758 2.9674 -0.4699 0.194 0.089 0.099 -1.116
O 0.7734 1.8229 -1.0309 0.105 0.163 -0.319 -0.629
C 1.9994 3.3422 0.3098 0.049 0.056 0.040 0.690
Cl 3.3252 2.2166 0.4095 -0.044 -0.004 0.023 -0.200
C 2.1049 4.5475 0.9745 -0.079 0.001 -0.030 -0.779
H -0.8225 5.9237 -0.0423 0.009 0.010 0.013 0.414
H 2.9809 4.7581 1.5713 -0.012 0.029 0.010 0.423
C -3.0629 -4.0556 1.0196 0.000 -0.090 -0.020 -1.154
C -3.0887 -2.7240 1.7091 -0.010 0.081 0.055 0.906
C -3.3556 -2.5923 3.0671 -0.002 0.039 -0.058 -0.861
C -3.2719 -1.3061 3.5784 -0.026 -0.050 0.011 -0.163
N -2.9881 -0.2409 2.8481 -0.251 -0.002 0.086 -0.529
C -2.7987 -0.4458 1.5272 0.594 0.074 -0.026 0.057
S -2.3829 0.9097 0.5286 -0.292 0.162 -0.009 -0.324
N -2.8131 -1.6670 0.9530 -0.040 -0.103 0.049 -0.082
H -3.5725 -4.8252 1.6007 0.005 0.028 0.012 0.410
H -2.0276 -4.3696 0.8691 0.016 0.012 0.000 0.180
H -3.5202 -3.9710 0.0345 0.001 0.002 0.011 0.252
H -3.5968 -3.4395 3.6940 0.020 -0.017 -0.012 0.349
H -3.4366 -1.1298 4.6394 0.017 0.020 -0.018 0.392
```
Forces are in eV/Å.

Output
Electronic energy in Ha: -3752.55188
Gap between HOMO and LUMO in eV: 7.1603
ΔE to the lowest compared entry with this formula, charge and spin in kJ/mol: 48.59
2S+1: 1
Charge: -1
Strongest force on any atom in eV/A: 0.97